Entry 1:
The following is a DFT calculation (the ωB97M-V functional and the def2-TZVPD basis) of a single C19H31N3O4 molecule at a distorted geometry.

The orbital gap is 9.72 eV. As for the max |F|: 0.02563 hartree/bohr. As for the net charge: 0. As for the structure (SMILES): C=C(C)CC(=O)N[C@H]1C[C@H]2CC[C@@H]([C@H]1C)N2C(=O)C(C)(C)NC(=O)OC. The electronic energy is -32867.915 eV. As for the multiplicity: 1.

Last column: Mulliken charge in e.
CARTESIAN COORDINATES (ANGSTROEM)
C  -2.9514  2.8101  -7.3791  -1.05
C  -2.9232  3.8123  -6.5059  0.98
C  -4.0645  4.1107  -5.5772  -1.31
C  -1.7179  4.7009  -6.3536  -1.00
C  -0.9285  4.4366  -5.0710  0.61
O  -0.3822  5.3314  -4.4524  -0.69
N  -0.8715  3.1313  -4.7129  0.51
C  -0.1678  2.6773  -3.5221  -1.18
C  -1.1111  2.5257  -2.3179  -1.21
C  -1.8294  1.1770  -2.2725  -0.22
C  -2.5680  0.8131  -3.5653  -0.57
C  -1.5010  0.0743  -4.4074  -1.14
C  -0.2255  0.1188  -3.5465  -0.32
C  0.6263  1.3805  -3.7609  1.25
C  1.3614  1.3602  -5.0934  -1.88
N  -0.8249  0.0880  -2.1956  -0.01
C  -0.2212  -0.0999  -0.9649  -0.11
O  -0.9250  -0.1920  0.0246  -0.66
C  1.2996  -0.3529  -0.7489  1.80
C  1.8897  0.9755  -0.2643  -1.80
C  1.4473  -1.3893  0.3706  -1.81
N  1.9662  -0.9064  -1.9270  0.04
C  3.0717  -0.4612  -2.5784  0.37
O  3.6343  0.6009  -2.4519  -0.60
O  3.4617  -1.4068  -3.4713  -0.45
C  4.6122  -1.0500  -4.2421  -0.67
H  -2.1193  2.6228  -8.0478  0.29
H  -3.8146  2.1613  -7.4659  0.31
H  -4.4607  5.1097  -5.7730  0.37
H  -4.8726  3.3887  -5.6852  0.36
H  -3.7275  4.1066  -4.5366  0.22
H  -1.0317  4.5686  -7.1930  0.29
H  -2.0056  5.7518  -6.3212  0.37
H  -1.3952  2.4824  -5.2754  -0.06
H  0.5391  3.4785  -3.3032  0.75
H  -0.5356  2.6327  -1.3934  0.46
H  -1.8387  3.3406  -2.3311  0.55
H  -2.4760  1.1267  -1.4002  0.55
H  -3.3960  0.1443  -3.3360  0.50
H  -2.9848  1.6904  -4.0595  -0.02
H  -1.7969  -0.9627  -4.5604  0.48
H  -1.3425  0.4988  -5.3998  0.25
H  0.3864  -0.7610  -3.7208  0.95
H  1.3881  1.3683  -2.9818  -0.38
H  0.6795  1.3269  -5.9449  0.28
H  1.9832  2.2501  -5.2020  0.44
H  2.0109  0.4840  -5.1526  0.49
H  1.3264  1.2709  0.6204  0.47
H  2.9374  0.8527  0.0008  0.40
H  1.8275  1.7682  -1.0058  0.30
H  0.9497  -1.0532  1.2749  0.36
H  1.0022  -2.3428  0.0781  0.45
H  2.5091  -1.5418  0.5672  0.46
H  1.7404  -1.8679  -2.1290  0.40
H  4.7873  -1.8881  -4.9098  0.25
H  4.4272  -0.1405  -4.8114  0.29
H  5.4731  -0.8924  -3.5950  0.29



Entry 2:
The following is a DFT calculation (the ωB97M-V functional and the def2-TZVPD basis) of 3 unconnected molecules or ions with the total composition C19H31NO10P2 at a distorted geometry.

The orbital gap is 7.87 eV. As for the max |F|: 0.08502 hartree/bohr. As for the net charge: 0. As for the structure (SMILES): NCCCc1cccc2c1C(=O)C=CC2=O.COP(=O)(OC)OC.COP(=O)(OC)OC. The electronic energy is -60747.349 eV. As for the multiplicity: 1.

Last column: Mulliken charge in e.
CARTESIAN COORDINATES (ANGSTROEM)
N  5.7242  -2.2071  2.1663  -0.56
C  6.7081  -1.3145  1.4839  -0.37
C  6.2027  0.1956  1.2612  -0.70
C  4.6243  0.4157  1.4366  -0.53
C  3.7160  -0.4594  0.4572  0.16
C  4.3095  -0.7286  -0.9760  -0.31
C  3.5166  -1.6064  -1.9688  -0.56
C  2.1663  -2.1929  -1.4948  -0.45
C  1.5606  -1.9232  -0.1052  0.40
C  2.3562  -1.0297  0.9268  0.30
C  1.6897  -0.8012  2.3459  0.21
O  2.2884  -0.6440  3.4357  -0.56
C  0.0769  -0.8210  2.3895  -0.31
C  -0.6322  -1.6628  1.4765  -0.33
C  0.1544  -2.5326  0.4045  0.23
O  -0.2194  -3.6390  -0.0557  -0.55
H  5.1255  -2.5761  1.3967  0.17
H  6.1885  -3.0680  2.5224  0.27
H  7.6260  -1.2508  2.1848  0.33
H  7.0119  -1.7302  0.4473  0.19
H  6.5660  0.5456  0.2207  0.28
H  6.7356  0.8805  2.0172  0.39
H  4.4219  1.5265  1.1754  0.38
H  4.3784  0.3058  2.5425  0.30
H  5.3058  -0.2992  -1.3091  0.24
H  3.9263  -1.8494  -3.0017  0.35
H  1.5858  -2.8675  -2.2019  0.34
H  -0.5428  -0.2033  3.1138  0.41
H  -1.7684  -1.6931  1.5383  0.28
C  -5.5592  -0.2989  0.3260  -0.64
O  -5.9615  0.3044  1.5493  -0.30
P  -4.9679  0.1345  2.7968  1.00
O  -3.5597  0.5085  2.5208  -0.55
O  -5.1808  -1.3839  3.2499  -0.31
C  -6.5048  -1.8742  3.4125  -0.64
O  -5.6824  0.9766  3.9530  -0.35
C  -5.3091  2.3440  4.0754  -0.68
H  -6.4495  -0.5025  -0.2703  0.25
H  -4.9094  0.3851  -0.2224  0.24
H  -5.0346  -1.2412  0.5033  0.32
H  -6.8198  -2.3655  2.4895  0.25
H  -7.2096  -1.0775  3.6575  0.33
H  -6.5064  -2.6076  4.2196  0.25
H  -6.0778  2.8658  4.6466  0.24
H  -5.2159  2.8157  3.0947  0.33
H  -4.3604  2.4154  4.6106  0.27
C  0.2754  0.7719  -2.0608  -0.70
O  -0.5888  1.2978  -3.0614  -0.23
P  0.0710  1.6075  -4.4898  0.97
O  0.8441  0.4869  -5.0692  -0.71
O  0.9139  2.9440  -4.2411  -0.34
C  0.2944  4.0325  -3.5708  -0.60
O  -1.1715  2.1049  -5.3664  -0.31
C  -1.8712  1.1130  -6.1071  -0.65
H  -0.1353  1.0188  -1.0804  0.32
H  0.3332  -0.3120  -2.1618  0.26
H  1.2774  1.2019  -2.1380  0.37
H  0.5332  3.9794  -2.5065  0.23
H  -0.7896  4.0297  -3.6994  0.31
H  0.6955  4.9626  -3.9754  0.26
H  -2.8527  1.5057  -6.3759  0.24
H  -2.0037  0.2027  -5.5183  0.31
H  -1.3190  0.8841  -7.0206  0.27



Entry 3:
The following is a DFT calculation (the ωB97M-V functional and the def2-TZVPD basis) of 2 unconnected molecules or ions with the total composition C19H32B2BrF3N2O8 at a distorted geometry.

The orbital gap is 7.12 eV. As for the max |F|: 0.04316 hartree/bohr. As for the net charge: 0. The electronic energy is -119132.196 eV. As for the multiplicity: 1.

Last column: Mulliken charge in e.
CARTESIAN COORDINATES (ANGSTROEM)
C  3.5005  2.1982  0.7440  -0.84
C  3.1313  0.8778  0.8143  -0.56
C  2.4125  0.2846  2.0109  -1.27
C  1.4304  -0.8398  1.6000  1.42
N  2.1630  -2.1000  1.8008  -0.57
O  1.2022  -0.7541  0.2051  0.01
C  -0.0079  -1.3584  -0.2287  -0.52
C  -0.0267  -1.3543  -1.7765  -0.39
F  -1.1676  -0.7308  -2.2819  -0.41
C  1.1893  -0.7112  -2.4221  -1.06
C  1.1590  0.8354  -2.3535  -0.21
C  -1.2441  -0.6746  0.3468  -0.76
C  -2.4728  -1.5787  0.1781  -0.35
Br  -2.3160  -3.2469  1.1903  -0.03
C  -3.8057  -0.8086  0.4825  -0.46
C  -4.5858  -1.2695  1.7213  -1.38
N  -1.0749  -0.2697  1.7894  0.49
C  -1.2418  1.1889  2.0432  -0.92
C  -0.2287  2.0272  1.2522  1.11
C  -0.5247  3.4878  1.2110  -1.01
O  0.5367  2.9183  2.0008  -0.50
C  0.1225  -0.9267  2.4409  -0.28
C  0.2545  -0.5902  3.9353  -1.47
B  0.5508  -1.8740  4.8394  0.84
O  1.7407  -2.1215  5.4920  -0.60
O  -0.4870  -2.7496  4.9342  -0.50
H  3.1141  2.8619  -0.0262  0.27
H  4.2338  2.5724  1.4624  0.26
H  3.4198  0.2383  -0.0183  0.51
H  1.9852  1.0673  2.6292  0.39
H  3.1975  -0.1916  2.6248  0.60
H  2.5643  -2.1575  2.7237  0.17
H  1.5953  -2.9098  1.5808  0.39
H  0.0552  -2.4070  0.0830  0.52
H  -0.0530  -2.3908  -2.1237  0.42
H  1.1110  -0.9659  -3.4839  0.46
H  2.1338  -1.1333  -2.0860  0.45
H  2.0326  1.1467  -1.7741  0.03
H  1.2521  1.2879  -3.3378  0.09
H  0.2695  1.1947  -1.8297  0.06
H  -1.4711  0.1894  -0.2793  0.41
H  -2.5399  -1.8640  -0.8670  0.69
H  -3.5761  0.2535  0.5967  0.19
H  -4.4600  -0.9141  -0.3811  0.49
H  -5.4105  -0.5851  1.9354  0.41
H  -5.0513  -2.2307  1.5088  0.39
H  -3.9847  -1.3197  2.6317  0.29
H  -1.8727  -0.7296  2.2428  0.52
H  -1.1662  1.4969  3.0831  0.64
H  -2.2204  1.4801  1.6625  0.48
H  0.2056  1.5855  0.3562  0.11
H  -1.3147  3.8904  1.8294  0.35
H  -0.2031  3.8903  0.2585  0.38
H  -0.1453  -1.9845  2.4336  0.31
H  0.9128  0.2505  4.1498  -0.07
H  -0.7489  -0.2762  4.2555  0.42
H  2.4871  -2.2148  4.8963  0.33
H  -0.2050  -3.5729  5.3510  0.30
B  -0.2544  0.8457  -7.7602  0.59
O  0.7296  0.5321  -6.6738  -0.39
C  1.2385  1.6568  -6.2276  0.79
O  2.0574  1.7454  -5.3455  -0.71
C  0.6188  2.8218  -6.9989  0.44
O  0.8684  3.9851  -6.8283  -0.61
O  -0.2368  2.3352  -7.8742  -0.43
F  -1.5223  0.4001  -7.3971  -0.35
F  0.1439  0.2600  -8.9522  -0.35



Entry 4:
The following is a DFT calculation (the ωB97M-V functional and the def2-TZVPD basis) of 6 unconnected molecules or ions with the total composition C19H32B3NO19.

The orbital gap is 9.98 eV. As for the max |F|: 0.01937 hartree/bohr. As for the net charge: 0. As for the structure (SMILES): CCCCNB1OBOB(O)O1.O=C1OCCO1.O=C1OCCO1.O=C1OCCO1.O=C1OCCO1.O=C1OCCO1. The electronic energy is -62654.129 eV. As for the multiplicity: 1.

Last column: Mulliken charge in e.
CARTESIAN COORDINATES (ANGSTROEM)
C  -0.1929  3.4904  -3.6312  -1.25
C  -0.2523  2.1854  -2.8200  0.04
C  -0.7362  0.9708  -3.6136  -0.63
C  0.0351  0.7077  -4.9106  -0.82
N  1.4869  0.8638  -4.7961  -0.21
B  2.2846  -0.0596  -4.1124  0.60
O  1.7586  -1.2327  -3.5611  -0.52
B  2.2446  -1.6094  -2.3385  0.66
O  3.5266  -1.2346  -1.9877  -0.54
B  4.1615  -0.2283  -2.6971  0.54
O  5.3048  0.3182  -2.1786  -0.43
O  3.6545  0.1564  -3.9170  -0.47
H  -0.6023  3.3641  -4.6351  0.27
H  -0.7600  4.2782  -3.1431  0.37
H  0.8309  3.8562  -3.7501  0.33
H  0.7207  1.9650  -2.3708  0.12
H  -0.9411  2.3259  -1.9863  0.18
H  -1.7927  1.1090  -3.8624  0.40
H  -0.6796  0.0824  -2.9792  0.28
H  -0.3080  1.3827  -5.6964  0.42
H  -0.1711  -0.3016  -5.2674  0.35
H  1.7625  1.8305  -4.6986  0.22
H  1.5753  -2.2221  -1.5723  -0.14
H  5.3300  1.2736  -2.2154  0.26
C  -3.8465  3.2269  1.1843  0.08
C  -4.3099  4.6683  1.0853  -0.35
O  -3.6213  5.1305  -0.0855  -0.34
C  -3.3152  4.0626  -0.8534  0.64
O  -2.8877  4.1258  -1.9630  -0.53
O  -3.5584  2.9139  -0.1893  -0.32
H  -4.5967  2.5479  1.5697  -0.01
H  -2.9286  3.1262  1.7640  0.23
H  -5.3837  4.7465  0.9098  0.29
H  -4.0292  5.2845  1.9338  0.29
C  -5.6373  -1.4538  3.1350  -0.24
C  -4.5777  -1.5613  4.2142  -0.30
O  -4.0380  -0.2308  4.2402  -0.34
C  -4.9634  0.6156  3.7467  0.71
O  -4.8776  1.8048  3.7783  -0.59
O  -5.9904  -0.0632  3.2006  -0.30
H  -6.5163  -2.0577  3.3286  0.22
H  -5.2484  -1.6487  2.1340  0.30
H  -5.0165  -1.7770  5.1884  0.26
H  -3.7812  -2.2655  3.9935  0.31
C  -11.1593  -1.2869  4.0281  -0.30
C  -10.7170  0.1667  4.0185  -0.29
O  -9.5111  0.1174  4.7895  -0.30
C  -9.0185  -1.1364  4.7415  0.68
O  -7.9438  -1.4586  5.1371  -0.54
O  -9.9125  -1.9780  4.1753  -0.33
H  -11.6429  -1.6135  3.1124  0.28
H  -11.7896  -1.5228  4.8866  0.27
H  -10.4726  0.5202  3.0159  0.26
H  -11.4160  0.8495  4.4920  0.28
C  8.3238  -1.0431  -1.6896  -0.02
C  9.0714  0.2356  -2.0185  -0.31
O  10.4198  -0.1056  -1.6765  -0.36
C  10.5525  -1.4508  -1.7216  0.63
O  11.5819  -2.0370  -1.6419  -0.53
O  9.3407  -2.0382  -1.8699  -0.37
H  7.4853  -1.2427  -2.3484  0.21
H  7.9868  -1.0688  -0.6518  0.17
H  9.0318  0.4768  -3.0820  0.25
H  8.7577  1.0947  -1.4329  0.31
C  7.7724  -3.8714  0.8213  -0.23
C  6.9483  -4.9510  1.4987  -0.33
O  6.6951  -4.3716  2.7830  -0.33
C  6.7976  -3.0248  2.6808  0.59
O  6.4858  -2.2527  3.5253  -0.53
O  7.3094  -2.6847  1.4717  -0.26
H  7.6034  -3.7930  -0.2491  0.25
H  8.8413  -3.9832  1.0095  0.27
H  5.9932  -5.1175  0.9976  0.26
H  7.4686  -5.8961  1.6232  0.30